Record 1
Density functional theory data (the ωB97M-V functional and the def2-TZVPD basis) for an isolated ion of composition C2HO4S and charge -1.

Results
Orbital gap (alpha / beta) (Eh): 0.2033 / 0.2031
Multiplicity: 1
HOMO energy (alpha / beta) (eV): -2.3 / -2.3
E_LUMO (alpha / beta) (eV): 3.227 / 3.224
Structure (SMILES): O=CC(=O)OS[O-]
Net charge: -1
Maximum force (Eh/bohr): 0.1112
E (eV): -21114.6400
Energy relative to the best compared isomer or geometry (same formula, charge and spin) (kJ/mol): 200.3

Atoms and positions in Å:
S1 -2.3392 0.1528 -0.2252
O1 1.7074 0.3766 -0.0762
O2 0.2459 2.7496 0.5554
C1 -0.2666 1.7327 -0.0103
O3 -1.6934 -0.7322 0.7711
H1 -0.0862 0.0086 -1.0276
C2 0.5441 0.6100 -0.3908
O4 -1.6122 1.6354 -0.3245

From a Löwdin analysis of the wavefunction, the atomic charges in e read: 0.665 0.064 0.031 -0.482 -0.707 0.068 -0.234 -0.405

=====

Record 2
Density functional theory data (the ωB97M-V functional and the def2-TZVPD basis) for a 2-piece molecular cluster, C2H9NO overall.

Results
Orbital gap (alpha / beta) (Eh): 0.4314 / 0.2442
Multiplicity: 2
HOMO energy (alpha / beta) (eV): -15.5 / -15.5
E_LUMO (alpha / beta) (eV): -3.794 / -8.874
Net charge: +1
Maximum force (Eh/bohr): 0.1511
⟨S²⟩: 0.754
E (eV): -5747.0731
Energy relative to the best compared isomer or geometry (same formula, charge and spin) (kJ/mol): 116.5

Atoms and positions in Å:
H1 -0.2080 1.3819 0.9080
H2 1.9950 -0.1533 -0.9943
H3 -0.8251 -0.8103 -2.0725
C1 -0.8618 -0.2400 -1.1879
H4 -0.5402 1.1415 2.3079
O1 -0.4690 1.8391 1.7780
H5 -1.8237 -0.3408 -0.7379
H6 -0.4081 -1.3708 0.4192
H7 -0.8640 0.8649 -1.4077
C2 1.3803 -0.9222 -0.5731
H8 1.4684 -1.7695 -1.2761
H9 1.9134 -1.2758 0.4587
N1 -0.0096 -0.7725 -0.1805

Löwdin atomic charge list, values in e, 8 entries: 0.048 0.108 0.116 -0.013 -0.047 0.010 0.105 0.118

=====

Record 3
Density functional theory data (the ωB97M-V functional and the def2-TZVPD basis) for C11H14BN7SeV as an isolated structure.

Results
Orbital gap (alpha / beta) (Eh): 0.2603 / 0.2971
Multiplicity: 4
HOMO energy (alpha / beta) (eV): -6.7 / -7.7
E_LUMO (alpha / beta) (eV): 0.419 / 0.378
Maximum force (Eh/bohr): 0.1014
⟨S²⟩: 3.768
E (eV): -113776.7241
Energy relative to the best compared isomer or geometry (same formula, charge and spin) (kJ/mol): 7.7

Atoms and positions in Å:
H1 2.1087 -2.5211 0.0320
C1 0.0246 2.7143 -0.0658
H2 -3.4307 -1.0664 -1.7972
N1 -0.7547 0.1028 -3.2079
H3 -0.5380 -2.8254 0.4748
C2 0.0170 0.3228 2.5830
C3 -1.4649 -2.2701 0.3701
H4 3.1693 -0.6363 -3.7361
N2 0.5579 1.8295 -2.0144
H5 -1.1809 0.3013 -5.2529
H6 -2.2989 -2.9824 0.4952
C4 3.1330 -1.9295 -1.8804
H7 -1.6185 -1.5217 1.1466
V1 -0.4685 -0.4825 -0.3656
H8 1.1109 1.0554 -4.0896
B1 0.6780 0.6700 -3.0420
H9 -1.6240 -1.8631 -0.6921
C5 -1.5494 0.0009 -4.2830
C6 2.7170 -0.9737 -2.8141
H10 0.6112 4.7806 -0.6312
H11 -0.3176 2.7625 0.9586
N3 -0.1169 0.0310 1.4245
N4 0.0401 1.5501 -0.7616
C7 0.8427 3.1403 -2.1015
H12 1.2569 3.5374 -3.0169
Se1 0.2041 0.7533 4.2526
C8 -2.6977 -0.6985 -2.5011
C9 2.1620 -1.9386 -0.8756
C10 0.5118 3.7422 -0.8862
H13 4.0221 -2.5296 -1.9312
N5 -1.4435 -0.3339 -2.0694
H14 -3.6248 -0.7399 -4.5121
N6 1.1842 -1.0254 -1.1799
C11 -2.7822 -0.5175 -3.8826
N7 1.5598 -0.4388 -2.4078

Löwdin atomic charge list, values in e, 8 entries: 0.114 -0.097 0.114 0.002 0.052 -0.944 -0.078 0.124

=====

Record 4
Density functional theory data (the ωB97M-V functional and the def2-TZVPD basis) for CH3BrOS as an isolated structure.

Results
Orbital gap (Eh): 0.3655
Multiplicity: 1
HOMO energy (eV): -9.5
E_LUMO (eV): 0.431
Maximum force (Eh/bohr): 0.0559
E (eV): -84008.8334
Energy relative to the best compared isomer or geometry (same formula, charge and spin) (kJ/mol): 119.1

Atoms and positions in Å:
H1 0.0892 -1.3059 -0.5570
H2 -0.7476 0.2856 -1.4386
C1 -0.4842 -0.3599 -0.4782
Br1 -2.0655 -0.4440 0.5705
S1 0.6465 0.8762 0.2998
H3 0.4931 0.4717 1.7459
O1 2.0685 0.4763 -0.1424

From a Löwdin analysis of the wavefunction, the atomic charges in e read: 0.050 0.074 -0.888 0.616 0.754 0.020 -0.626

=====

Record 5
Density functional theory data (the ωB97M-V functional and the def2-TZVPD basis) for one molecule with the formula C7H10.

Results
Orbital gap (Eh): 0.3394
Multiplicity: 1
HOMO energy (eV): -8.1
E_LUMO (eV): 1.171
Structure (SMILES): C[C@H]1C[C@H]2[C@@H]3[C@H]2[C@@H]31
Maximum force (Eh/bohr): 0.0666
E (eV): -7417.6522
Energy relative to the best compared isomer or geometry (same formula, charge and spin) (kJ/mol): 326.4

Atoms and positions in Å:
H1 -0.1171 -2.0648 0.6196
H2 2.2439 0.4876 1.4248
C1 2.1560 0.0307 0.4397
C2 -0.2746 -0.9907 0.7176
H3 0.8689 -0.6197 -1.0521
C3 0.7423 -0.1539 -0.0718
C4 -1.5187 0.9658 -0.0477
H4 -0.2940 -0.6983 1.7687
H5 2.7300 0.6384 -0.2720
H6 -1.7136 -0.0361 -2.2208
H7 -2.5433 -0.9272 0.3568
H8 2.6444 -0.9492 0.4783
H9 -2.2216 1.7753 0.0705
C5 -0.1397 1.0269 -0.4668
H10 0.3414 2.0140 -0.6088
C6 -1.3267 0.0179 -1.2308
C7 -1.5775 -0.5168 0.0948

Löwdin atomic charge list, values in e, 8 entries: 0.115 0.071 -0.072 -0.114 0.125 -0.374 -0.164 0.120

=====

Record 6
Density functional theory data (the ωB97M-V functional and the def2-TZVPD basis) for a 2-piece molecular cluster, C9H14Si overall.

Results
Orbital gap (alpha / beta) (Eh): 0.2810 / 0.2718
Multiplicity: 1
HOMO energy (alpha / beta) (eV): -6.9 / -7.9
E_LUMO (alpha / beta) (eV): 0.712 / -0.471
Maximum force (Eh/bohr): 0.0135
E (eV): -17431.4496
Energy relative to the best compared isomer or geometry (same formula, charge and spin) (kJ/mol): 641.3

Atoms and positions in Å:
H1 3.0935 2.1027 -0.6005
H2 -2.8761 -0.3039 -1.9692
C1 3.2332 -0.5821 0.0928
C2 -0.2841 0.3655 1.6542
H3 -1.3914 1.5043 3.2575
C3 -2.8869 0.3596 -1.1266
H4 1.3321 2.2545 -0.5045
H5 -3.2638 0.4656 0.9656
H6 2.2623 1.8274 0.9366
H7 3.2641 -0.4967 1.1782
C4 0.2581 -2.2959 0.2169
Si1 0.3954 -0.4704 0.1752
H8 4.1724 -0.1956 -0.3027
C5 -0.9218 0.9877 2.4697
H9 -4.7208 0.4081 -0.0232
C6 -3.6949 0.0232 0.0631
H10 -0.0563 -4.5290 0.1108
C7 2.1904 1.6881 -0.1424
H11 -2.6162 1.3852 -1.2984
C8 2.0527 0.2047 -0.4796
H12 2.0788 0.1004 -1.5705
C9 0.0923 -3.4885 0.1545
H13 -3.7558 -1.0560 0.1943
H14 3.1703 -1.6370 -0.1659

Löwdin atomic charge list, values in e, 8 entries: 0.078 0.027 -0.140 -0.245 0.017 -0.062 0.068 0.040

=====

Record 7
Density functional theory data (the ωB97M-V functional and the def2-TZVPD basis) for C24H25N5PdS as an isolated structure.

Results
Orbital gap (Eh): 0.3117
Multiplicity: 1
HOMO energy (eV): -14.1
E_LUMO (eV): -5.641
Net charge: +2
Maximum force (Eh/bohr): 0.0046
E (eV): -47047.7912
Energy relative to the best compared isomer or geometry (same formula, charge and spin) (kJ/mol): 12.4

Atoms and positions in Å:
C1 -2.9565 -0.5067 -0.8379
H1 -4.9018 1.1620 1.1723
C2 2.4223 0.9560 2.2272
H2 -0.1042 1.9380 -4.5667
Pd1 -0.0770 0.2172 1.1956
H3 -2.2240 -2.0366 0.7416
C3 -5.2287 -0.4209 -1.6589
H4 1.4510 0.1470 -5.3627
H5 1.8404 -1.2333 3.2315
H6 -1.9279 -0.8220 -0.9330
N1 -0.2731 -1.8063 1.3548
C4 2.7925 -0.2668 0.1840
C5 1.8618 4.5780 1.2407
H7 2.9189 0.7540 -0.1776
H8 3.1665 -1.6087 -1.4222
H9 1.8919 -4.2193 2.2105
S1 -2.3172 0.7435 1.5849
H10 2.5596 -1.3025 -3.6744
H11 2.3685 5.5335 1.2420
C6 1.8398 2.2370 1.6922
C7 -1.3010 -3.9403 1.1376
C8 -1.3328 -2.5629 1.0495
H12 -2.1802 -4.5144 0.8841
H13 1.6803 -1.9702 -0.5960
C9 1.8534 -0.5414 -3.3701
H14 -0.5246 2.1385 -2.1320
H15 -1.0713 3.0957 0.4567
H16 2.0784 0.8175 3.2533
N2 1.9341 -0.1936 1.4096
H17 -3.5989 -1.4194 -2.6496
C10 0.1451 1.3735 -2.5125
H18 0.0206 5.3352 0.4163
H19 2.9518 -1.9538 2.0713
N3 0.7115 0.5801 -1.6007
C11 0.3735 1.2615 -3.8721
C12 0.8640 -2.3983 1.7684
C13 2.5131 3.4409 1.7005
H20 -0.0756 -5.6329 1.6369
C14 0.5602 4.4731 0.7804
N4 -4.6254 0.6192 0.3620
C15 1.2396 0.2707 -4.3090
H21 3.5144 0.9871 2.2377
H22 3.5304 3.4895 2.0637
H23 -6.5632 0.6743 -0.3587
C16 1.9770 -1.4719 2.1753
H24 3.7686 -0.6170 0.5334
C17 -0.0538 3.2348 0.7931
C18 -0.1325 -4.5557 1.5571
N5 0.5720 2.1446 1.2410
C19 0.9657 -3.7717 1.8766
C20 -3.3217 0.2528 0.2809
H25 -5.9771 -0.6688 -2.3956
C21 -3.8957 -0.8335 -1.7889
C22 -5.5664 0.3099 -0.5594
C23 1.5686 -0.3523 -2.0237
C24 2.2947 -1.1439 -0.9608

Löwdin atomic charge list, values in e, 8 entries: -0.100 0.157 -0.101 0.114 0.811 0.075 -0.019 0.121